Record 1
Formula: C22H14F5N2O3SW
Source: the Open Molecules 2025 dataset
Level of theory: wB97M-V/def2-TZVPD

spin multiplicity: 1
HOMO-LUMO gap: 6.6 eV
E_LUMO: -4.4352 eV
energy relative to the best compared isomer or geometry (same formula, charge and spin): 164.3 kcal/mol
HOMO energy: -11.06 eV
total charge: +1

```
48
Properties=species:S:1:pos:R:3:nbo_charge:R:1
W -0.50734 -0.37710 -0.01588 1.705
O -0.91878 -2.65056 0.26871 -0.277
C -0.80044 -3.15196 1.56946 0.353
C -0.61980 -4.49908 1.76997 -0.246
C -0.44205 -4.93088 3.07957 -0.169
C -0.44305 -4.01921 4.12619 -0.194
C -0.62344 -2.66250 3.88367 -0.157
C -0.79241 -2.21554 2.57845 -0.167
C -1.08979 -0.79527 2.27916 0.061
N -0.30314 0.20880 1.88414 -0.481
C -0.71491 1.57451 2.19425 -0.243
C -0.10044 2.45338 1.12120 -0.240
N -0.45841 1.79717 -0.15444 -0.433
C -1.47977 2.25689 -0.77549 0.235
C -2.16829 1.42851 -1.77662 -0.228
C -2.43586 1.86713 -3.07540 -0.143
C -3.15885 1.06969 -3.93646 -0.190
C -3.64643 -0.16429 -3.50598 -0.145
C -3.41158 -0.60898 -2.22044 -0.257
C -2.68689 0.19719 -1.34687 0.317
O -2.40624 -0.23182 -0.07002 -0.698
H -0.60815 -5.18065 0.93156 0.248
H -0.29694 -5.98442 3.27436 0.236
H -0.30680 -4.36198 5.14243 0.235
H -0.63358 -1.95997 4.70708 0.226
H -2.09103 -0.52012 2.63314 0.204
H -0.38328 1.85608 3.19323 0.244
H -1.80925 1.64330 2.14888 0.195
H 0.98231 2.47902 1.21129 0.241
H -0.48946 3.47024 1.16795 0.224
H -1.94250 3.21739 -0.54967 0.216
H -2.05458 2.82640 -3.40168 0.236
H -3.35094 1.40170 -4.94694 0.241
H -4.21497 -0.78375 -4.18617 0.240
H -3.78357 -1.56229 -1.86986 0.248
F 6.22395 3.26990 -2.10377 -0.268
C 5.22394 2.46067 -1.79246 0.285
C 3.95097 2.96511 -1.59341 0.312
F 3.73063 4.27226 -1.72030 -0.287
C 2.90593 2.11831 -1.26685 0.301
F 1.71328 2.72199 -1.12699 -0.318
C 3.06927 0.75565 -1.12142 -0.293
S 1.91726 -0.52393 -0.71687 -0.025
C 4.36346 0.27763 -1.33726 0.345
F 4.60991 -1.02643 -1.22107 -0.282
C 5.42808 1.09836 -1.66435 0.278
F 6.63546 0.58239 -1.85136 -0.270
O 0.41854 -2.05891 0.18332 -0.416
```

Record 2
Formula: C41H29BrN3O6PRhS5
Source: the Open Molecules 2025 dataset
Level of theory: wB97M-V/def2-TZVPD

spin multiplicity: 5
HOMO-LUMO gap (alpha / beta): 6.2 / 5.6 eV
E_LUMO (alpha / beta): 2.1356 / 0.4692 eV
energy relative to the best compared isomer or geometry (same formula, charge and spin): 26.4 kcal/mol
HOMO energy (alpha / beta): -4.06 / -5.11 eV
total charge: -1
<S²>: 6.034

```
87
Properties=species:S:1:pos:R:3:lowdin_charge:R:1
Rh -0.94533 -0.72207 0.27260 0.911
O 0.17263 1.85488 2.82622 -0.053
S -2.53864 1.80143 0.84870 0.735
O -3.75598 2.25327 1.54194 -0.479
O -2.78587 0.41571 0.33147 -0.610
C -2.54601 2.87889 -0.68319 -0.357
C -3.67969 3.64043 -0.90994 -0.117
C -3.72755 4.54829 -1.94819 -0.085
C -2.59773 4.74726 -2.73250 -0.087
C -1.43688 4.02734 -2.51211 -0.058
C -1.43400 3.06896 -1.49750 -0.303
S 0.05224 2.11633 -1.28969 0.477
O 0.70675 2.65517 -0.09354 -0.319
O 0.78113 2.22818 -2.54183 -0.313
O -0.38479 0.70241 -1.09541 -0.506
H -4.52518 3.47638 -0.23450 0.108
H -4.62755 5.13278 -2.09258 0.099
H -2.59296 5.45546 -3.53022 0.091
H -0.53574 4.18231 -3.11444 0.118
C -1.54968 2.66790 5.23205 -0.100
C -1.61305 1.25207 5.26919 -0.081
C -0.98799 0.36535 4.42183 -0.071
C -0.14916 0.67441 3.36497 -0.341
C -0.14941 3.10016 3.21930 -0.081
C -0.87930 3.47123 4.34233 -0.081
P 0.44797 -0.59424 2.14300 1.075
C 2.20682 -0.24919 2.02942 -0.329
C 2.81400 -0.06766 0.76767 -0.090
C 4.18781 0.08223 0.68650 -0.057
C 4.92047 0.15424 1.86679 -0.090
C 4.30404 0.13413 3.09591 -0.095
C 2.94073 -0.06029 3.18179 -0.101
C 0.07998 -2.16145 3.00071 -0.301
C 0.75241 -2.76558 4.02043 -0.069
C 0.22399 -3.88383 4.67623 -0.073
C -0.98880 -4.35465 4.27304 -0.031
C -1.72214 -3.78195 3.19861 -0.163
C -2.97592 -4.24313 2.73746 -0.043
C -3.58349 -3.61341 1.69959 -0.085
C -3.03570 -2.50880 1.03083 -0.080
C -1.78083 -2.04619 1.42675 -0.264
C -1.15136 -2.66507 2.56272 -0.208
H -2.10014 3.22243 5.99201 0.095
H -2.20156 0.81837 6.04892 0.090
H -1.04628 -0.69822 4.61594 0.098
H 0.31033 3.78259 2.52979 0.121
H -0.99708 4.53784 4.40753 0.100
H 2.19782 -0.06452 -0.11706 0.039
H 4.67794 0.10456 -0.28682 0.105
H 6.00489 0.23359 1.79102 0.103
H 4.88094 0.23365 4.00943 0.101
H 2.43918 -0.13031 4.12968 0.101
H 1.70672 -2.42087 4.33134 0.092
H 0.67010 -4.33754 5.55080 0.103
H -1.39670 -5.22836 4.75713 0.106
H -3.44184 -5.10580 3.22435 0.114
H -4.58296 -3.97637 1.42216 0.110
H -3.57256 -2.00917 0.22855 0.091
Br -3.51810 0.71290 -2.72939 0.947
C -3.25052 -1.13381 -2.89427 -0.713
C -3.91193 -1.83051 -3.93292 -0.110
C -3.63986 -3.16218 -4.10471 -0.082
C -2.77188 -3.79148 -3.21995 -0.075
C -2.18257 -3.04119 -2.21102 -0.213
N -2.43619 -1.73477 -2.04329 0.011
H -4.56325 -1.27019 -4.59221 0.093
H -4.08320 -3.73425 -4.93998 0.116
H -2.54336 -4.84475 -3.28991 0.100
H -1.43456 -3.48358 -1.51693 0.067
S 1.26974 -0.15979 -5.95119 0.506
C 1.53523 -0.77989 -4.40883 -1.096
S 0.39223 -1.82514 -3.63054 0.986
C 1.34390 -1.69891 -2.14286 -1.053
N 2.42466 -1.01309 -2.28209 0.032
N 2.51670 -0.48797 -3.53467 -0.150
C 3.65573 0.33273 -3.79230 -0.214
C 3.88008 1.42497 -2.98366 -0.014
C 5.02083 2.18686 -3.17209 -0.071
C 5.90777 1.86867 -4.19658 -0.089
C 5.65676 0.74831 -4.99134 -0.098
C 4.52430 -0.00024 -4.82715 -0.040
S 0.87755 -2.39370 -0.63725 0.592
H 3.19724 1.65607 -2.17250 0.105
H 5.21635 3.02501 -2.53187 0.099
H 6.78864 2.44808 -4.41002 0.090
H 6.34978 0.47360 -5.78995 0.103
H 4.31885 -0.82333 -5.49776 0.108
```

Record 3
Formula: C16H33N2O12S2
Source: the Open Molecules 2025 dataset
Level of theory: wB97M-V/def2-TZVPD

spin multiplicity: 1
HOMO-LUMO gap: 8.1 eV
E_LUMO: 2.1524 eV
HOMO energy: -5.93 eV
total charge: -1

```
65
Properties=species:S:1:pos:R:3:nbo_charge:R:1
C -3.61634 -2.14423 4.06308 -0.613
C -3.58069 -3.29238 3.04755 -0.392
C -2.21592 -3.97233 2.83596 -0.417
C -1.03566 -3.03956 3.02160 -0.069
O 0.14107 -3.77296 2.64612 -0.734
S 1.55929 -3.06120 2.95288 2.514
O 1.25141 -1.75051 3.47928 -1.004
O 2.26354 -3.95703 3.83178 -0.963
N 2.29965 -3.05925 1.56017 -1.246
S 1.80977 -2.03792 0.43128 2.314
O 0.44198 -1.56710 0.59115 -1.010
O 2.80777 -1.03049 0.15708 -0.963
C 1.76010 -3.12136 -1.00082 -0.675
C 0.87398 -2.54564 -2.09466 -0.228
N 1.52558 -1.46721 -2.86833 -0.503
C 0.53279 -0.45729 -3.26452 -0.216
C 1.07190 0.57392 -4.27026 -0.639
C 2.19090 -2.00936 -4.01718 0.732
C 1.36371 -2.60909 -5.13848 -0.746
O 3.38789 -1.98489 -4.10689 -0.528
H -3.65566 -2.52344 5.08546 0.199
H -2.79552 -1.43969 3.95009 0.215
H -4.53726 -1.57197 3.91973 0.200
H -4.26480 -4.06045 3.42247 0.193
H -4.01023 -2.96898 2.09778 0.195
H -2.17634 -4.33852 1.80600 0.206
H -2.09437 -4.84872 3.47510 0.198
H -1.12151 -2.16794 2.37188 0.208
H -0.96063 -2.72295 4.06128 0.181
H 1.33703 -4.07392 -0.67951 0.233
H 2.77835 -3.28164 -1.35364 0.242
H 0.56927 -3.37373 -2.74803 0.168
H -0.03975 -2.14576 -1.65899 0.237
H -0.38496 -0.91847 -3.66123 0.154
H 0.23378 0.05573 -2.35020 0.222
H 0.85571 1.57406 -3.89560 0.227
H 0.57872 0.45644 -5.23470 0.198
H 2.15297 0.51007 -4.38444 0.226
H 2.04606 -2.84090 -5.95256 0.233
H 0.89949 -3.54041 -4.81585 0.229
H 0.59295 -1.91736 -5.47237 0.224
C -2.36077 3.55888 6.74414 -0.253
O -1.73504 3.05273 5.57033 -0.505
C -0.75644 2.16208 5.81457 0.979
O -0.41776 1.81014 6.91625 -0.656
O -0.25978 1.76653 4.66163 -0.489
C 0.80681 0.79190 4.74849 -0.256
H -3.12074 4.25754 6.40362 0.185
H -2.82931 2.75574 7.31102 0.188
H -1.64081 4.07898 7.37445 0.186
H 0.45406 -0.11484 5.22578 0.206
H 1.64496 1.21333 5.30152 0.178
H 1.10261 0.56802 3.73334 0.234
C 0.78952 5.67132 -7.26737 -0.255
O 1.06111 6.27808 -6.00308 -0.497
C 0.68143 5.54224 -4.95581 0.977
O 0.15278 4.46438 -5.01160 -0.641
O 0.99058 6.20449 -3.84519 -0.494
C 0.64687 5.51451 -2.63642 -0.257
H 1.14594 6.37049 -8.01819 0.191
H 1.32095 4.72640 -7.36221 0.195
H -0.27904 5.50773 -7.39383 0.191
H 1.17879 4.56805 -2.57039 0.201
H -0.42593 5.34127 -2.58667 0.193
H 0.95328 6.16492 -1.82334 0.196
```

Record 4
Formula: C50H42Br6N8O16
Source: the Open Molecules 2025 dataset
Level of theory: wB97M-V/def2-TZVPD

spin multiplicity: 1
HOMO-LUMO gap: 8.3 eV
E_LUMO: -1.2592 eV
energy relative to the best compared isomer or geometry (same formula, charge and spin): 57.0 kcal/mol
HOMO energy: -9.54 eV

```
122
Properties=species:S:1:pos:R:3:lowdin_charge:R:1
C -5.25976 0.46539 0.85936 -1.470
Br -3.79410 1.76330 1.39180 0.525
Br -6.55548 1.30838 -0.38220 0.641
Br -6.02994 -0.16134 2.57452 0.526
H -4.82509 -0.40857 0.37422 -0.084
C -1.30598 -1.08288 0.11686 -1.345
Br -2.48398 -0.20924 -1.26252 0.643
Br -2.29052 -1.63539 1.70122 0.616
Br -0.01176 0.28913 0.84629 0.596
H -0.76459 -1.89273 -0.37216 -0.034
C -1.81087 3.34945 -2.13482 -0.060
C -1.39802 3.57927 -0.82336 -0.102
C -0.63913 4.68495 -0.51750 -0.004
C -0.35057 5.69224 -1.49122 -0.069
C -0.79706 5.48929 -2.81207 -0.032
C -1.56340 4.38965 -3.08970 -0.076
N 0.55339 6.87939 -1.02215 -0.314
O 1.06108 6.83169 0.11594 0.052
O 0.62224 7.80273 -1.81950 0.067
H -2.44737 2.51011 -2.37308 0.054
H -1.72268 2.95444 -0.00447 0.010
H -0.32956 4.91546 0.49118 0.094
H -0.72305 6.26503 -3.55983 0.115
H -1.97085 4.29394 -4.08530 0.100
C 5.31096 -4.78195 -2.28193 -0.059
C 5.74391 -3.48984 -2.04235 -0.071
C 4.87413 -2.41174 -1.86588 0.001
C 3.52174 -2.65477 -1.96795 -0.146
C 3.00073 -3.93864 -2.19513 0.016
C 3.92977 -4.98235 -2.47433 -0.042
N 2.52884 -1.56978 -1.88272 -0.323
O 2.88649 -0.52345 -1.37039 0.061
O 1.40147 -1.78724 -2.33735 0.052
H 5.96249 -5.64295 -2.25816 0.108
H 6.77357 -3.31884 -1.76491 0.108
H 5.29802 -1.45059 -1.61504 0.122
H 1.95462 -4.16397 -2.34095 0.098
H 3.50336 -5.96414 -2.61801 0.088
C 1.61658 -8.90924 -0.56036 -0.089
C 1.07143 -8.95559 0.73353 -0.023
C 0.32273 -7.80953 1.07330 0.003
C 0.15077 -6.74687 0.20010 -0.150
C 0.66477 -6.77259 -1.05635 -0.006
C 1.30754 -7.94972 -1.46075 -0.079
N -0.50715 -5.50238 0.66100 -0.344
O -0.31785 -4.42377 0.16271 0.064
O -1.25000 -5.63520 1.61556 0.077
H 2.07748 -9.80224 -0.95598 0.109
H 1.10635 -9.84883 1.33958 0.111
H -0.05769 -7.81446 2.08407 0.117
H 0.52338 -5.92853 -1.71513 0.112
H 1.59089 -8.12603 -2.48789 0.112
C 4.36169 1.49041 2.58956 -0.103
C 5.07100 2.32746 3.40555 -0.055
C 4.53297 3.61237 3.65025 0.004
C 3.26468 3.97097 3.18322 -0.089
C 2.61770 3.00747 2.31495 0.010
C 3.14134 1.77953 2.08524 -0.107
N 2.56348 5.21913 3.60019 -0.317
O 3.11513 5.97680 4.39934 0.070
O 1.45740 5.46456 3.08963 0.057
H 4.79579 0.50543 2.50133 0.108
H 6.09287 2.13387 3.69658 0.109
H 5.11590 4.33760 4.19853 0.113
H 1.66193 3.14476 1.83114 0.096
H 2.68571 1.03408 1.45035 0.059
C 0.36109 -2.53992 4.25845 -0.072
C 1.52745 -2.47029 3.47593 -0.063
C 2.75832 -2.55938 4.05544 -0.032
C 2.92946 -2.97917 5.34424 -0.128
C 1.76033 -3.32506 6.09695 0.013
C 0.51931 -3.05372 5.55291 -0.083
N 4.26992 -3.19711 5.92805 -0.308
O 4.45122 -4.01384 6.88085 0.044
O 5.22943 -2.63574 5.39936 0.064
H -0.61207 -2.25604 3.88594 0.048
H 1.45020 -2.13288 2.45290 0.087
H 3.60668 -2.34904 3.42106 0.120
H 1.84782 -3.69318 7.10850 0.115
H -0.37395 -3.09452 6.15856 0.110
C -5.27037 0.64446 -3.60624 -0.116
C -4.80104 1.57382 -4.50281 -0.069
C -5.71728 2.17106 -5.34378 0.015
C -7.10844 1.82203 -5.32054 -0.127
C -7.55376 0.90400 -4.40442 -0.002
C -6.63064 0.30362 -3.51216 -0.106
N -8.11659 2.57915 -6.09354 -0.331
O -9.26620 2.19185 -6.08628 0.084
O -7.66996 3.53875 -6.76559 0.054
H -4.62100 0.18944 -2.87298 0.023
H -3.79433 1.95920 -4.56929 0.095
H -5.39363 2.98251 -5.97875 0.114
H -8.60859 0.68793 -4.32055 0.117
H -6.90295 -0.28888 -2.65124 0.060
C -0.26092 1.30424 6.87368 -0.094
C -0.62373 2.61425 7.07059 -0.062
C -0.99414 3.39087 5.96808 0.002
C -0.89568 2.88536 4.67251 -0.126
C -0.45180 1.53000 4.50417 0.035
C -0.10380 0.73238 5.63790 -0.042
N -1.33334 3.65976 3.50930 -0.281
O -0.92587 3.32171 2.35389 -0.043
O -2.03346 4.67570 3.68267 0.085
H 0.07101 0.71467 7.71548 0.109
H -0.70783 3.10184 8.03058 0.111
H -1.30010 4.38886 6.24522 0.120
H -0.40376 1.17494 3.48533 0.040
H 0.29980 -0.26639 5.56073 0.082
C 0.89607 1.68278 -3.61217 -0.053
C 1.37126 2.63454 -4.58633 -0.047
C 0.67712 2.75332 -5.77529 -0.025
C -0.36699 1.86678 -6.07891 -0.134
C -0.79860 0.92033 -5.13557 -0.001
C -0.14794 0.77428 -3.86268 -0.071
N -1.03531 1.81977 -7.42095 -0.334
O -1.61703 0.82696 -7.85988 0.059
O -0.97955 2.83501 -8.11016 0.060
H 1.41170 1.63953 -2.66420 0.093
H 2.26836 3.21028 -4.41274 0.107
H 1.03664 3.46997 -6.49886 0.116
H -1.49266 0.16881 -5.48181 0.108
H -0.45979 0.03750 -3.13722 0.031
```

Record 5
Formula: C20H46O3P4SZr
Source: the Open Molecules 2025 dataset
Level of theory: wB97M-V/def2-TZVPD

spin multiplicity: 1
HOMO-LUMO gap: 4.3 eV
E_LUMO: -15.2434 eV
energy relative to the best compared isomer or geometry (same formula, charge and spin): 27.0 kcal/mol
HOMO energy: -19.56 eV
total charge: +4

```
75
Properties=species:S:1:pos:R:3:lowdin_charge:R:1
Zr -0.15546 -0.45332 0.06569 1.259
P 2.00059 0.79718 1.17938 0.774
P -2.03530 1.54739 0.41282 0.719
P 0.59166 1.38412 -1.89770 0.703
H -0.14815 -3.49333 0.65648 0.092
C 0.11919 -3.00758 -0.30551 -0.068
C 1.31287 -2.18882 -0.47256 -0.251
H 2.21738 -2.15310 0.17450 0.101
C 2.62994 0.05350 2.74338 -0.229
C 1.72809 2.48364 1.89525 -0.193
C 3.59601 0.93476 0.26485 -0.218
C -3.51282 1.13129 -0.59798 -0.238
C -2.92517 1.96090 1.97761 -0.284
C -1.79615 3.31465 -0.06694 -0.236
C 2.08288 0.87992 -2.83741 -0.231
C 1.25764 3.05741 -1.44959 -0.235
C -0.48911 1.93670 -3.29038 -0.227
H -0.20900 -3.56478 -1.20871 0.079
H 1.60512 -1.95525 -1.52004 0.046
H 2.86721 -1.00950 2.59924 0.053
H 1.88185 0.18503 3.54345 0.037
H 3.56395 0.57764 3.00323 0.090
H 1.08491 2.36364 2.79439 0.043
H 1.27257 3.15531 1.14681 0.024
H 2.73424 2.83858 2.18543 0.095
H 3.83848 -0.05101 -0.17869 0.069
H 4.35384 1.20227 1.02276 0.084
H 3.55935 1.71936 -0.51209 0.036
H -4.25045 1.94571 -0.53591 0.089
H -3.95836 0.20899 -0.20189 0.065
H -3.23034 0.96084 -1.64285 0.035
H -3.62844 2.78759 1.77432 0.084
H -2.18998 2.28188 2.72764 0.033
H -3.44226 1.07354 2.35976 0.045
H -2.65255 3.90909 0.28415 0.084
H -1.69885 3.43214 -1.15231 0.045
H -0.90635 3.71377 0.43487 0.040
H 2.10473 1.52299 -3.72499 0.081
H 2.05966 -0.16153 -3.16525 0.043
H 2.98885 1.02095 -2.24008 0.035
H 1.56296 3.54301 -2.39318 0.097
H 2.10849 3.00061 -0.76245 0.021
H 0.47740 3.66865 -0.99303 0.021
H 0.06211 1.73744 -4.22430 0.076
H -0.68598 3.02065 -3.20117 0.072
H -1.45847 1.41151 -3.29958 0.030
C -0.80622 -2.68775 -3.94004 -0.491
C -1.83583 -2.45109 -4.88556 -0.075
C -1.93996 -3.20227 -6.06712 -0.008
C -0.98254 -4.18118 -6.37063 0.020
C 0.05839 -4.41897 -5.45746 -0.016
C 0.15977 -3.67525 -4.27571 -0.069
S -0.60430 -1.44402 -2.65635 0.791
H -1.57526 -1.48279 -1.58187 -0.063
H -2.49028 -1.59152 -4.71895 0.113
H -2.71332 -2.97017 -6.79857 0.137
H -0.98924 -4.66276 -7.36656 0.152
H 0.81698 -5.15280 -5.76261 0.141
H 1.04246 -3.81536 -3.66992 0.108
C -0.35869 1.64010 5.22163 -0.064
O -0.06698 0.85995 4.02013 -0.448
P -1.13885 -0.19416 3.23450 0.974
O -1.62954 -1.14447 4.46896 -0.329
C -0.87067 -1.43822 5.70429 -0.041
O -0.10338 -1.32319 2.32180 -0.588
C 0.63211 -2.40281 3.01503 -0.054
H -0.16411 2.70138 4.98914 0.104
H 0.34344 1.32170 6.00034 0.108
H -1.39477 1.54150 5.60650 0.112
H 0.21249 -1.47118 5.50148 0.087
H -1.06664 -0.70221 6.48976 0.099
H -1.20883 -2.42040 6.07670 0.123
H 1.50193 -1.97707 3.58601 0.095
H -0.10653 -2.86182 3.68917 0.104
H 0.98959 -3.11764 2.25450 0.089
```

What is the spin multiplicity in the second record? 5